[1]
{"formula": "C20H19F4N3O4S", "method": "the ωB97M-V functional and the def2-TZVPD basis", "multiplicity": 1, "max_force_ev_per_a": 0.676, "homo_energy_ev": -7.663, "elements": ["C", "C", "H", "H", "O", "C", "O", "C", "N", "C", "O", "C", "C", "C", "C", "C", "C", "H", "H", "F", "H", "H", "H", "N", "C", "C", "C", "C", "S", "C", "H", "H", "C", "H", "H", "C", "H", "H", "C", "O", "N", "H", "H", "H", "C", "F", "F", "F", "H", "H", "H"], "positions_angstrom": [[3.603, -1.054, 0.568], [2.639, -1.892, -0.254], [2.346, -2.804, 0.273], [3.069, -2.143, -1.228], [1.420, -1.169, -0.469], [1.251, -0.601, -1.643], [1.931, -0.729, -2.621], [-0.123, 0.155, -1.705], [0.114, 1.575, -1.773], [1.256, 2.145, -1.299], [2.184, 1.477, -0.898], [1.273, 3.630, -1.338], [2.484, 4.262, -1.609], [2.562, 5.641, -1.645], [1.418, 6.375, -1.386], [0.208, 5.771, -1.087], [0.138, 4.391, -1.067], [-0.793, 3.914, -0.799], [-0.655, 6.380, -0.871], [1.483, 7.719, -1.415], [3.488, 6.148, -1.864], [3.356, 3.655, -1.797], [-0.645, 2.153, -2.101], [-1.024, -0.094, -0.616], [-1.245, -1.261, 0.047], [-1.712, -1.291, 1.357], [-1.959, -2.636, 1.767], [-1.673, -3.548, 0.808], [-1.094, -2.839, -0.663], [-1.892, -4.960, 1.225], [-2.437, -5.543, 0.482], [-0.939, -5.463, 1.411], [-2.700, -4.773, 2.527], [-2.422, -5.503, 3.285], [-3.760, -4.897, 2.310], [-2.448, -3.324, 3.007], [-3.363, -2.883, 3.406], [-1.679, -3.303, 3.787], [-1.833, -0.058, 2.122], [-1.647, 1.060, 1.630], [-2.152, -0.175, 3.429], [-2.258, -1.067, 3.874], [-2.212, 0.666, 3.978], [-1.159, 0.686, 0.059], [-0.798, -0.236, -3.053], [-0.811, -1.545, -3.291], [-0.214, 0.356, -4.095], [-2.079, 0.175, -3.062], [4.541, -1.588, 0.688], [3.180, -0.846, 1.547], [3.783, -0.110, 0.061]]}

[2]
{"formula": "C20H19FN2O3S", "method": "the ωB97M-V functional and the def2-TZVPD basis", "multiplicity": 1, "max_force_ev_per_a": 3.173, "homo_energy_ev": -8.074, "elements": ["F", "S", "O", "O", "O", "C", "C", "C", "C", "C", "C", "C", "C", "C", "C", "C", "C", "C", "C", "C", "N", "N", "C", "C", "C", "C", "C", "H", "H", "H", "H", "H", "H", "H", "H", "H", "H", "H", "H", "H", "H", "H", "H", "H", "H", "H"], "positions_angstrom": [[1.975, 4.345, -1.245], [-5.067, -0.051, 0.502], [-0.239, 2.424, -1.495], [0.015, -3.371, -0.086], [3.269, -1.759, 2.077], [-3.793, 0.722, -0.160], [-1.843, 2.072, 0.106], [-1.400, 1.758, -1.161], [0.246, 4.638, 1.956], [0.181, -1.961, -3.453], [1.176, 4.843, 0.920], [0.365, -2.789, -2.351], [-0.816, 3.697, 1.818], [-0.650, -0.849, -3.397], [-0.992, -1.299, -1.028], [1.099, 4.098, -0.261], [-0.165, -2.454, -1.105], [0.027, 3.241, -0.412], [-0.927, 3.045, 0.592], [-1.221, -0.486, -2.155], [-3.022, 1.551, 0.632], [-3.398, 0.325, -1.421], [4.578, -2.172, 1.737], [-2.114, 0.748, -2.033], [-0.253, -2.993, 1.291], [2.243, -2.616, 1.560], [0.825, -2.036, 1.836], [0.275, 5.158, 2.904], [0.666, -2.266, -4.383], [1.979, 5.534, 1.054], [0.975, -3.680, -2.486], [-1.527, 3.485, 2.597], [-0.783, -0.209, -4.252], [-1.411, -1.028, -0.088], [-3.505, 2.082, 1.340], [-3.906, -0.461, -1.799], [4.745, -1.927, 0.666], [4.737, -3.251, 1.895], [5.351, -1.649, 2.295], [-2.270, 1.180, -3.031], [-0.285, -3.865, 1.930], [-1.235, -2.502, 1.401], [2.345, -3.630, 2.011], [2.412, -2.692, 0.465], [0.735, -1.102, 1.331], [0.603, -1.847, 2.882]]}

[3]
{"formula": "C20H19N2O", "method": "the ωB97M-V functional and the def2-TZVPD basis", "charge": -1, "multiplicity": 1, "max_force_ev_per_a": 2.037, "homo_energy_ev": -2.408, "elements": ["C", "C", "C", "C", "C", "N", "C", "C", "N", "C", "C", "C", "C", "C", "C", "C", "C", "H", "H", "H", "H", "H", "H", "H", "H", "H", "H", "H", "C", "C", "C", "C", "O", "C", "H", "H", "H", "H", "H", "H", "H", "H"], "positions_angstrom": [[-4.862, 0.082, 2.124], [-4.170, -1.100, 2.415], [-2.796, -1.179, 2.192], [-2.094, -0.072, 1.663], [-0.640, -0.071, 1.467], [-0.085, 1.087, 1.177], [1.129, 1.382, 0.817], [1.499, 2.742, 0.673], [1.890, 3.842, 0.564], [0.140, -1.319, 1.528], [-0.341, -2.460, 0.859], [0.353, -3.667, 0.925], [1.547, -3.741, 1.654], [2.050, -2.600, 2.293], [1.354, -1.393, 2.229], [-2.801, 1.104, 1.362], [-4.175, 1.182, 1.586], [-5.935, 0.149, 2.310], [-4.702, -1.965, 2.816], [-2.258, -2.095, 2.436], [1.962, 0.665, 0.844], [-1.264, -2.383, 0.277], [-0.044, -4.545, 0.414], [2.085, -4.687, 1.721], [2.988, -2.645, 2.846], [1.726, -0.504, 2.745], [-2.236, 1.947, 0.959], [-4.700, 2.104, 1.338], [2.811, 1.725, -3.692], [1.403, 1.555, -4.334], [0.411, 1.290, -3.195], [1.277, 0.896, -2.005], [0.970, 0.059, -1.177], [2.644, 1.548, -2.174], [3.502, 0.969, -4.084], [3.228, 2.711, -3.927], [1.123, 2.452, -4.898], [1.411, 0.712, -5.036], [-0.118, 2.216, -2.926], [-0.337, 0.522, -3.410], [3.430, 0.954, -1.697], [2.624, 2.527, -1.677]]}

[4]
{"formula": "C20H19N3O2", "method": "the ωB97M-V functional and the def2-TZVPD basis", "multiplicity": 1, "max_force_ev_per_a": 0.680, "homo_energy_ev": -7.448, "elements": ["O", "C", "N", "C", "H", "C", "N", "C", "C", "C", "C", "C", "C", "O", "H", "H", "H", "H", "H", "C", "C", "H", "H", "H", "H", "H", "H", "H", "C", "N", "C", "C", "C", "C", "C", "C", "C", "C", "H", "H", "H", "H", "H", "H"], "positions_angstrom": [[1.376, 3.056, -1.039], [1.322, 1.915, -0.599], [0.148, 1.271, -0.454], [-0.054, -0.037, 0.135], [0.792, -0.676, -0.120], [-1.350, -0.642, -0.396], [-2.471, 0.160, 0.034], [-3.754, -0.342, -0.026], [-4.054, -1.492, -0.759], [-5.330, -2.028, -0.788], [-6.355, -1.423, -0.090], [-6.081, -0.285, 0.652], [-4.807, 0.250, 0.703], [-4.551, 1.349, 1.489], [-5.364, 1.594, 1.948], [-6.869, 0.191, 1.223], [-7.355, -1.827, -0.109], [-5.518, -2.918, -1.369], [-3.278, -1.976, -1.329], [-2.205, 1.582, 0.129], [-1.070, 1.977, -0.808], [-1.343, 1.749, -1.846], [-0.869, 3.049, -0.742], [-1.943, 1.856, 1.160], [-3.098, 2.142, -0.148], [-1.462, -1.651, 0.011], [-1.284, -0.718, -1.493], [-0.119, 0.047, 1.228], [2.601, 1.231, -0.209], [2.747, -0.060, -0.376], [3.937, -0.627, -0.100], [4.082, -2.017, -0.292], [5.273, -2.628, -0.015], [6.366, -1.884, 0.460], [6.255, -0.535, 0.655], [5.043, 0.126, 0.381], [4.856, 1.515, 0.549], [3.645, 2.068, 0.246], [3.455, 3.126, 0.332], [5.677, 2.121, 0.907], [7.092, 0.043, 1.019], [7.297, -2.389, 0.670], [5.384, -3.692, -0.163], [3.233, -2.572, -0.660]]}

[5]
{"formula": "C20H19N3O4", "method": "the ωB97M-V functional and the def2-TZVPD basis", "multiplicity": 1, "max_force_ev_per_a": 1.213, "homo_energy_ev": -8.741, "elements": ["C", "C", "H", "H", "O", "C", "O", "C", "C", "C", "C", "C", "C", "H", "H", "N", "C", "O", "C", "H", "H", "C", "C", "N", "C", "N", "O", "C", "C", "C", "C", "C", "C", "H", "H", "H", "H", "H", "H", "H", "H", "H", "H", "H", "H", "H"], "positions_angstrom": [[7.539, 1.381, 0.001], [6.423, 1.805, -0.943], [6.731, 1.708, -1.986], [6.126, 2.839, -0.735], [5.281, 0.961, -0.813], [4.427, 1.245, 0.181], [4.570, 2.178, 0.937], [3.294, 0.296, 0.241], [2.321, 0.486, 1.221], [1.255, -0.381, 1.320], [1.140, -1.458, 0.438], [2.107, -1.647, -0.548], [3.173, -0.775, -0.641], [3.923, -0.923, -1.402], [2.015, -2.473, -1.232], [0.048, -2.310, 0.605], [-0.366, -3.336, -0.190], [0.189, -3.697, -1.203], [-1.647, -4.003, 0.306], [-1.734, -3.936, 1.391], [-1.601, -5.053, 0.015], [-2.870, -3.369, -0.366], [-3.119, -1.978, 0.081], [-3.760, -1.052, -0.554], [-3.721, 0.016, 0.306], [-3.079, -0.259, 1.412], [-2.683, -1.558, 1.283], [-4.333, 1.293, 0.008], [-5.012, 1.467, -1.196], [-5.606, 2.682, -1.480], [-5.527, 3.724, -0.570], [-4.851, 3.553, 0.628], [-4.253, 2.343, 0.922], [-3.724, 2.190, 1.849], [-4.790, 4.368, 1.335], [-5.993, 4.672, -0.795], [-6.133, 2.818, -2.413], [-5.062, 0.643, -1.891], [-2.750, -3.360, -1.451], [-3.762, -3.960, -0.137], [-0.541, -2.074, 1.394], [0.501, -0.229, 2.079], [2.422, 1.321, 1.896], [8.415, 2.002, -0.167], [7.216, 1.499, 1.032], [7.802, 0.340, -0.171]]}

The evaluated Kohn-Sham gap for the records listed, in turn: 8.24 8.48 5.53 7.41 9.14 eV.
The evaluated energy relative to the best compared isomer or geometry (same formula, charge and spin) for the records listed, in turn: 0.084 2.291 0.697 1.977 1.863 eV.
The evaluated total energy for the records listed, in turn: -55415.785 -43722.439 -26075.827 -29614.029 -33709.306 eV.